# 1
The following is a DFT calculation (wB97M-V/def2-TZVPD) of a molecular structure, C52H44IN10S4Sn.

Values from the calculation:
Gap between HOMO and LUMO = 7.0 eV
DFT total energy = -4659.850322 a.u.
Net charge = +1
Energy relative to the best compared isomer or geometry (same formula, charge and spin) = 0.00 kcal/mol

Structure (XYZ):
```
112
Properties=species:S:1:pos:R:3:forces:R:3
Sn -0.476 -0.610 -0.211 -0.2 -0.1 0.0
N -4.220 2.011 -1.453 0.0 0.1 0.0
C -3.191 1.423 -0.793 0.0 0.0 -0.1
S -1.778 1.091 -1.761 0.1 0.1 0.1
N -3.392 1.232 0.481 0.0 -0.1 0.1
N -2.363 0.635 1.157 0.0 0.0 0.0
C -2.518 0.556 2.430 0.1 -0.1 0.1
C -3.698 1.093 3.158 0.0 0.0 0.0
C -3.963 2.458 3.178 0.0 0.0 0.0
C -5.046 2.949 3.889 0.0 0.0 0.0
C -5.883 2.077 4.573 0.0 0.0 0.0
C -5.627 0.715 4.553 0.0 0.0 0.0
C -4.532 0.225 3.855 0.0 0.0 0.0
C -1.451 -0.111 3.225 0.0 0.1 -0.1
C -1.393 0.022 4.612 0.0 0.0 0.0
C -0.372 -0.612 5.301 0.0 0.0 0.0
C 0.561 -1.354 4.595 0.0 0.0 0.0
C 0.427 -1.425 3.217 0.0 0.0 0.0
N -0.549 -0.824 2.553 0.0 0.0 0.1
H -4.200 2.049 -2.455 0.0 0.0 0.0
H -5.097 2.100 -0.967 0.0 0.0 0.0
H -3.316 3.132 2.632 0.0 0.0 0.0
H -5.243 4.013 3.904 0.0 0.0 0.0
H -6.734 2.460 5.120 0.0 0.0 0.0
H -6.277 0.031 5.082 0.0 0.0 0.0
H -4.326 -0.838 3.847 0.0 0.0 0.0
H -2.134 0.609 5.134 0.0 0.0 0.0
H -0.307 -0.526 6.378 0.0 0.0 0.0
H 1.371 -1.866 5.095 0.0 0.0 0.0
H 1.129 -1.994 2.615 0.0 0.0 0.0
N 0.823 0.875 0.728 0.0 0.0 -0.1
S 1.508 2.048 1.217 0.0 -0.1 0.0
N 2.804 2.639 0.375 -0.1 0.0 0.1
S 2.658 3.034 -1.117 -0.1 0.0 0.0
N 1.890 2.195 -2.135 0.1 -0.1 -0.2
S 2.021 0.570 -2.514 0.0 0.0 0.1
N 1.080 -0.363 -1.933 -0.1 0.0 0.0
C 3.736 0.182 -2.157 0.0 -0.1 0.1
C 3.900 -0.528 -0.974 0.0 0.0 -0.1
C 5.180 -0.870 -0.566 0.0 0.0 0.0
C 6.276 -0.535 -1.350 0.0 0.0 0.0
C 6.098 0.168 -2.533 0.0 0.0 0.0
C 4.825 0.541 -2.938 0.0 0.2 0.0
C 1.872 0.740 -4.280 -0.1 0.1 0.0
C 0.814 1.534 -4.715 0.1 0.0 -0.1
C 0.537 1.598 -6.069 0.0 0.0 0.0
C 1.298 0.869 -6.974 0.0 0.0 0.0
C 2.320 0.049 -6.523 0.0 0.0 0.0
C 2.604 -0.032 -5.165 0.0 -0.1 0.0
C 1.922 4.640 -1.304 0.0 0.0 0.0
C 0.763 4.801 -2.044 0.0 0.0 0.1
C 0.232 6.078 -2.169 0.0 0.0 0.0
C 0.868 7.158 -1.576 0.0 0.0 0.0
C 2.034 6.975 -0.840 0.0 0.0 0.0
C 2.565 5.707 -0.691 0.0 0.0 0.0
C 4.340 3.343 -1.587 0.0 0.0 0.0
C 5.390 3.129 -0.713 0.0 0.0 0.0
C 6.679 3.397 -1.154 0.0 0.0 0.0
C 6.893 3.874 -2.438 0.0 0.0 0.0
C 5.823 4.088 -3.300 0.0 0.0 0.0
C 4.533 3.823 -2.877 0.1 0.0 0.0
C 0.475 3.476 1.469 0.0 0.0 0.0
C 0.925 4.610 2.136 0.0 0.0 0.0
C 0.062 5.682 2.273 0.0 0.0 0.0
C -1.221 5.621 1.733 0.0 0.0 0.0
C -1.647 4.489 1.058 0.0 0.0 0.0
C -0.796 3.398 0.930 0.0 0.1 0.0
C 2.325 1.819 2.783 0.1 0.0 0.0
C 3.608 1.285 2.802 0.0 0.0 0.0
C 4.183 0.961 4.020 0.0 0.0 0.0
C 3.477 1.164 5.199 0.0 0.0 0.0
C 2.187 1.670 5.164 0.0 0.0 0.0
C 1.597 1.990 3.949 0.0 0.0 0.0
H 3.028 -0.817 -0.401 -0.1 0.0 0.0
H 5.319 -1.425 0.353 0.0 0.0 0.0
H 7.271 -0.829 -1.043 0.0 0.0 0.0
H 6.951 0.434 -3.142 0.0 0.0 0.0
H 4.700 1.130 -3.836 -0.1 -0.1 -0.1
H 0.204 2.070 -4.001 0.0 0.0 0.0
H -0.284 2.210 -6.417 0.0 0.0 0.0
H 1.077 0.922 -8.032 0.0 0.0 0.0
H 2.892 -0.544 -7.223 0.0 0.0 0.0
H 3.365 -0.717 -4.816 0.0 0.1 0.0
H 0.288 3.943 -2.496 0.0 0.0 0.0
H -0.677 6.226 -2.735 0.0 0.0 0.0
H 0.453 8.150 -1.685 0.0 0.0 0.0
H 2.525 7.821 -0.380 0.0 0.0 0.0
H 3.470 5.548 -0.119 0.0 0.0 0.0
H 5.197 2.758 0.282 0.0 0.0 0.0
H 7.517 3.231 -0.490 0.0 0.0 0.0
H 7.900 4.085 -2.772 0.0 0.0 0.0
H 5.995 4.463 -4.300 0.0 0.0 0.0
H 3.688 3.977 -3.537 0.0 0.0 0.0
H 1.926 4.649 2.546 0.0 0.0 0.0
H 0.388 6.571 2.796 0.0 0.0 0.0
H -1.887 6.466 1.841 0.0 0.0 0.0
H -2.641 4.441 0.632 0.0 0.0 0.0
H -1.100 2.506 0.400 0.0 0.0 0.0
H 4.141 1.125 1.874 0.0 0.0 0.0
H 5.183 0.552 4.051 0.0 0.0 0.0
H 3.933 0.918 6.148 0.0 0.0 0.0
H 1.632 1.812 6.081 0.0 0.0 0.0
H 0.582 2.365 3.917 0.0 0.0 0.0
I 3.690 -6.700 -2.104 0.0 0.0 0.0
C 2.268 -5.257 -1.752 0.0 0.0 0.0
C 1.216 -4.909 -2.564 0.0 0.0 0.0
N 0.568 -3.916 -1.924 0.0 0.1 0.0
N 1.129 -3.592 -0.756 0.1 0.0 0.1
C 2.166 -4.403 -0.638 0.0 0.0 -0.1
H 0.895 -5.289 -3.517 0.0 0.0 0.0
H -0.236 -3.397 -2.236 0.0 0.0 0.0
H 2.806 -4.355 0.226 0.0 0.0 0.0
```
Forces are in eV/Å.

***

# 2
The following is a DFT calculation (wB97M-V/def2-TZVPD) of a molecular structure, C35H57O3PPtSi2 at a distorted geometry.

Values from the calculation:
Spin multiplicity = 3
⟨S²⟩ = 2.015
Gap between HOMO and LUMO (alpha / beta) = 6.0 / 6.9 eV
DFT total energy = -2633.092208 a.u.

Structure (XYZ):
```
99
Properties=species:S:1:pos:R:3:forces:R:3
O -1.494 0.606 -1.757 0.0 0.6 0.3
O -1.088 -2.106 -5.488 0.0 0.1 -1.3
C -2.865 0.310 -1.964 0.6 0.1 -0.3
C -3.868 1.341 -1.468 -0.1 0.0 0.1
H -2.999 -0.624 -1.422 -0.1 -0.1 -0.1
H -3.024 0.124 -3.035 -0.2 -0.1 0.1
H -3.640 1.689 -0.447 0.0 -0.1 -0.3
H -4.845 0.837 -1.451 0.1 0.3 0.0
H -3.935 2.205 -2.140 0.0 -0.1 0.2
C -0.970 1.787 -2.371 -0.5 -0.3 0.5
C -0.923 1.664 -3.882 -0.1 0.1 -0.1
H 0.035 1.911 -1.953 -0.1 -0.1 0.0
H -1.572 2.657 -2.048 0.3 -0.1 -0.2
H -0.658 0.644 -4.171 0.0 0.0 0.1
H -0.183 2.347 -4.307 -0.1 0.0 0.0
H -1.899 1.913 -4.304 0.1 -0.1 -0.2
C 0.127 -2.511 -6.158 -0.5 -0.1 0.4
C -2.215 -1.992 -6.373 0.3 -0.1 0.5
C 1.108 -1.368 -6.309 0.0 0.1 -0.1
H -0.112 -2.922 -7.155 0.0 -0.1 0.4
H 0.548 -3.310 -5.530 0.0 0.2 -0.3
H 0.713 -0.608 -6.988 0.0 0.0 0.1
H 2.033 -1.749 -6.744 0.1 0.0 0.0
H 1.344 -0.906 -5.347 -0.1 -0.1 0.0
C -2.058 -0.965 -7.480 0.0 0.1 -0.2
H -3.052 -1.721 -5.721 0.1 -0.1 -0.1
H -2.418 -2.981 -6.815 -0.1 0.2 0.1
H -1.682 -0.001 -7.122 0.0 -0.2 0.1
H -3.032 -0.780 -7.938 0.0 -0.1 -0.1
H -1.391 -1.338 -8.261 0.0 0.2 0.0
H -1.039 -2.458 -3.416 0.2 -1.0 0.8
Pt 0.131 -0.726 1.075 1.0 0.0 -1.6
C -0.717 -3.305 -2.751 -0.4 0.1 -0.8
Si -1.587 -4.931 -3.153 -0.5 -0.1 -0.2
H 0.356 -3.416 -2.904 0.2 0.1 0.1
H -0.883 -3.008 -1.714 0.0 0.0 0.0
C -3.440 -4.590 -3.370 0.0 0.0 0.1
C -1.354 -6.197 -1.760 0.0 0.0 0.1
C -1.048 -5.810 -4.756 0.1 0.1 0.0
C -1.827 -1.143 1.209 -1.4 0.5 1.1
Si -1.385 -1.795 2.968 -0.9 -0.5 0.1
H -2.201 -1.885 0.485 0.4 0.1 0.2
H -2.467 -0.243 1.159 0.2 -0.5 0.2
C -1.399 -3.670 2.714 -0.2 0.0 0.3
C -2.682 -1.165 4.205 0.0 -0.2 0.0
C 0.266 -1.433 3.842 0.2 -0.1 0.2
H -1.748 -6.632 -4.988 0.2 0.3 0.2
H -0.042 -6.250 -4.657 -0.3 0.2 -0.1
H -1.041 -5.125 -5.619 0.0 -0.2 0.2
H -3.885 -4.292 -2.406 0.0 0.0 -0.3
H -3.970 -5.486 -3.737 0.2 0.3 0.2
H -3.598 -3.774 -4.095 0.0 -0.2 0.2
H -1.418 -5.720 -0.770 0.0 -0.1 -0.2
H -0.369 -6.684 -1.834 -0.2 0.2 0.1
H -2.117 -6.991 -1.802 0.2 0.3 0.0
H -3.693 -1.148 3.778 0.2 0.0 0.1
H -2.446 -0.152 4.561 0.0 -0.2 -0.1
H -2.700 -1.827 5.085 0.0 0.2 -0.1
H 0.381 -0.384 4.131 -0.1 -0.3 0.0
H 1.147 -1.714 3.246 -0.2 0.0 0.3
H 0.274 -2.047 4.753 0.0 0.0 0.0
H -1.457 -4.226 3.660 0.0 0.1 -0.2
H -0.485 -3.986 2.196 -0.1 0.1 0.0
H -2.259 -3.954 2.095 0.2 0.0 0.1
O 0.763 -0.920 -1.789 0.7 0.2 1.2
C 1.192 -0.701 -0.671 -0.7 0.2 -1.7
C 2.617 -0.495 -0.350 1.2 0.0 0.5
C 3.578 -1.268 -1.007 0.0 -0.2 -0.2
C 4.775 -1.594 -0.385 0.3 0.1 0.1
C 4.999 -1.181 0.930 -0.2 0.1 0.0
C 4.088 -0.325 1.555 0.0 0.2 0.0
C 2.936 0.121 0.884 -0.2 -0.4 -0.4
P 1.525 0.989 1.743 -0.1 0.0 0.7
C 2.489 1.688 3.158 -0.1 0.7 0.2
C 1.998 1.791 4.471 0.6 0.0 -0.4
C 2.781 2.407 5.459 -0.1 0.1 -0.4
C 3.989 3.022 5.113 -0.1 -0.1 0.0
C 4.428 3.030 3.787 -0.3 -0.1 -0.2
C 3.678 2.372 2.816 -0.2 -0.2 0.4
C 0.583 2.554 1.401 -0.1 0.4 -1.2
C 1.151 3.834 1.385 0.0 0.2 0.3
C 0.360 4.979 1.508 -0.4 0.0 -0.1
C -1.041 4.862 1.574 0.3 -0.2 0.0
C -1.622 3.599 1.438 0.2 0.1 -0.2
C -0.816 2.465 1.286 0.2 0.0 0.3
H 3.329 -1.706 -1.975 0.0 0.1 0.2
H 5.524 -2.209 -0.899 -0.4 0.2 0.2
H 5.874 -1.532 1.482 -0.3 0.1 -0.2
H 4.235 -0.081 2.606 0.1 0.2 -0.3
H 1.006 1.411 4.702 0.3 0.0 0.1
H 2.420 2.425 6.491 0.2 0.1 -0.4
H 4.588 3.517 5.874 -0.1 -0.1 -0.1
H 5.345 3.543 3.487 -0.3 -0.1 0.2
H 4.004 2.380 1.777 0.1 0.0 0.3
H 2.228 3.934 1.287 -0.1 0.1 0.3
H 0.810 5.977 1.568 -0.1 -0.5 -0.1
H -1.671 5.752 1.700 0.3 -0.4 0.0
H -2.709 3.490 1.449 0.4 0.0 -0.1
H -1.260 1.495 1.073 0.0 0.2 0.3
```
Forces are in eV/Å.